[1]
Molecular formula: C4H10OS
Method: DFT, ωB97M-V/def2-TZVPD

The calculation puts the gap between HOMO and LUMO at 10.1 eV. The calculation puts the molar mass at 106.19 g mol⁻¹. The charge is 0. As for the LUMO energy: 0.9244 eV. The spin multiplicity is 1. As for the relative energy (zero: lowest compared OMol25 entry of this formula, charge and spin): 9.4 kcal per mole.

Geometry (Å):
C (1.26, 1.44, 0.65)
O (2.17, 2.01, -0.28)
C (-0.01, 0.86, 0.02)
C (-0.13, -0.65, 0.10)
C (-1.35, -1.17, -0.63)
S (-1.71, -2.93, -0.28)
H (1.79, 0.64, 1.18)
H (0.98, 2.17, 1.39)
H (1.76, 2.03, -1.15)
H (-0.04, 1.14, -1.04)
H (-0.89, 1.30, 0.51)
H (-0.18, -1.00, 1.13)
H (0.78, -1.13, -0.30)
H (-2.23, -0.58, -0.40)
H (-1.22, -1.10, -1.71)
H (-0.97, -3.04, 0.83)

[2]
Molecular formula: CH4P2
Method: DFT, ωB97M-V/def2-TZVPD

The calculation puts the gap between HOMO and LUMO (spin up / spin down) at 7.8 / 7.3 eV. The calculation puts the molar mass at 77.99 g mol⁻¹. The charge is 0. As for the LUMO energy (spin up / spin down): -0.5147 / -0.7796 eV. The spin multiplicity is 1. As for the relative energy (zero: lowest compared OMol25 entry of this formula, charge and spin): 49.1 kcal per mole.

Geometry (Å):
C (-0.05, 0.25, 0.13)
P (-1.92, -0.43, -0.05)
P (1.34, -0.79, 0.06)
H (-0.10, 1.24, 0.53)
H (-2.25, 0.77, 0.82)
H (0.94, -1.41, -1.21)
H (2.04, 0.37, -0.29)

[3]
Molecular formula: C6H5AsBr2F14O4Pt
Method: DFT, ωB97M-V/def2-TZVPD

The calculation puts the gap between HOMO and LUMO (spin up / spin down) at 9.0 / 6.3 eV. The expectation value of S² is 3.763. The calculation puts the molar mass at 836.88 g mol⁻¹. The charge is -1. As for the LUMO energy (spin up / spin down): 2.1433 / -0.5239 eV. The spin multiplicity is 4. As for the relative energy (zero: lowest compared OMol25 entry of this formula, charge and spin): 12.2 kcal per mole.

Geometry (Å):
Pt (2.01, -1.46, -3.27)
As (2.60, 2.11, -1.67)
F (2.22, 2.62, -3.38)
F (3.10, 3.76, -1.16)
F (3.02, 1.47, -0.06)
F (2.27, 0.43, -2.22)
F (4.32, 1.93, -2.24)
F (0.86, 2.30, -1.18)
O (2.89, -4.05, -0.33)
C (2.53, -3.13, -1.18)
O (2.47, -1.90, -0.98)
O (2.30, -3.43, -2.36)
H (2.88, -4.77, -0.96)
Br (4.49, -0.85, -4.06)
Br (0.39, 0.01, -4.68)
C (-1.74, 0.81, 2.67)
C (-3.12, 1.44, 2.56)
C (-4.23, 0.40, 2.97)
F (-4.08, -0.27, 4.07)
F (-5.48, 0.90, 2.98)
F (-3.26, 2.51, 3.41)
F (-3.43, 1.92, 1.38)
O (-1.53, -0.25, 1.71)
C (-0.70, 0.07, 0.61)
C (-0.85, -1.14, -0.34)
F (-0.14, -0.96, -1.41)
F (-0.52, -2.36, 0.17)
F (-1.19, 1.19, 0.11)
F (0.57, 0.16, 1.04)
H (-1.60, 0.51, 3.71)
H (-1.00, 1.59, 2.50)
H (-4.18, -0.38, 2.21)
H (-1.89, -1.19, -0.64)

[4]
Molecular formula: C5H8N2
Method: DFT, ωB97M-V/def2-TZVPD

The calculation puts the gap between HOMO and LUMO (spin up / spin down) at 8.3 / 8.3 eV. The calculation puts the molar mass at 96.13 g mol⁻¹. The charge is 0. As for the LUMO energy (spin up / spin down): 0.2527 / 0.2530 eV. The spin multiplicity is 1. As for the relative energy (zero: lowest compared OMol25 entry of this formula, charge and spin): 115.3 kcal per mole.

Geometry (Å):
C (0.02, 1.44, 1.47)
C (-0.10, 0.83, 0.10)
C (0.86, -0.16, -0.42)
C (2.19, -0.57, -0.26)
N (3.30, -0.88, -0.15)
N (-0.34, -0.61, -0.04)
C (-1.30, -1.45, -0.23)
H (0.59, 0.79, 2.14)
H (0.57, 2.38, 1.37)
H (-0.96, 1.66, 1.92)
H (-0.66, 1.42, -0.64)
H (-0.04, -0.49, -2.30)
H (-0.75, -0.76, -2.38)
H (-2.32, -1.14, -0.03)
H (-1.07, -2.46, -0.55)

[5]
Molecular formula: H2NO4S
Method: DFT, ωB97M-V/def2-TZVPD

The calculation puts the gap between HOMO and LUMO at 8.0 eV. The calculation puts the molar mass at 112.09 g mol⁻¹. The charge is -1. As for the LUMO energy: 3.9889 eV. The spin multiplicity is 1. As for the relative energy (zero: lowest compared OMol25 entry of this formula, charge and spin): 34.2 kcal per mole.

Geometry (Å):
N (-0.36, 1.28, 0.27)
O (-1.41, -0.48, 0.30)
O (0.10, -0.21, -1.70)
O (1.58, -0.99, 0.49)
O (-0.92, 2.27, 0.72)
S (-1.05, 0.32, -0.95)
H (1.06, -0.61, -0.13)
H (1.00, -1.58, 1.00)

[6]
Molecular formula: C3H2O3
Method: DFT, ωB97M-V/def2-TZVPD

The calculation puts the gap between HOMO and LUMO at 11.5 eV. The calculation puts the molar mass at 86.05 g mol⁻¹. The charge is 0. As for the LUMO energy: 0.8506 eV. The spin multiplicity is 1. As for the relative energy (zero: lowest compared OMol25 entry of this formula, charge and spin): 54.9 kcal per mole.

Geometry (Å):
C (1.10, 0.24, 0.13)
C (-0.28, 0.63, -0.32)
C (-0.65, -0.64, 0.27)
O (2.15, 0.78, 0.08)
O (0.72, -0.99, 0.60)
O (-0.69, -0.49, -1.06)
H (-0.80, 1.53, -0.50)
H (-1.54, -1.04, 0.79)

[7]
Molecular formula: C35H37FeGe2N5
Method: DFT, ωB97M-V/def2-TZVPD

The calculation puts the gap between HOMO and LUMO (spin up / spin down) at 7.4 / 5.1 eV. The expectation value of S² is 8.804. The calculation puts the molar mass at 728.78 g mol⁻¹. The charge is +1. As for the LUMO energy (spin up / spin down): -2.3960 / -4.9916 eV. The spin multiplicity is 6. As for the relative energy (zero: lowest compared OMol25 entry of this formula, charge and spin): 1.5 kcal per mole.

Geometry (Å):
Fe (-1.31, 0.89, 0.23)
C (1.53, 0.22, 6.80)
C (0.98, 0.03, 5.42)
C (0.69, -1.25, 4.93)
C (0.15, -1.41, 3.68)
C (-0.13, -0.31, 2.83)
N (-0.70, -0.47, 1.61)
C (-0.75, -1.74, 1.00)
C (0.39, -2.53, 0.82)
C (0.31, -3.74, 0.15)
C (-0.89, -4.19, -0.38)
C (-0.97, -5.48, -1.17)
C (-2.02, -3.39, -0.24)
C (-1.95, -2.18, 0.42)
N (-3.14, -1.40, 0.54)
C (-4.38, -1.83, 0.84)
C (-5.25, -0.77, 0.69)
C (-4.44, 0.29, 0.28)
N (-3.17, -0.09, 0.18)
C (0.15, 0.99, 3.35)
C (0.68, 1.13, 4.61)
N (-0.04, 2.19, 2.59)
C (0.62, 3.36, 2.77)
C (0.03, 4.31, 1.99)
C (-1.00, 3.64, 1.33)
N (-1.06, 2.36, 1.70)
H (2.12, -0.64, 7.12)
H (0.71, 0.34, 7.52)
H (2.15, 1.11, 6.87)
H (0.88, -2.12, 5.55)
H (-0.12, -2.40, 3.34)
H (1.35, -2.16, 1.17)
H (1.22, -4.32, 0.01)
H (-0.13, -6.13, -0.94)
H (-0.95, -5.27, -2.24)
H (-1.90, -6.01, -0.96)
H (-2.96, -3.69, -0.68)
H (-4.55, -2.85, 1.14)
H (-6.31, -0.77, 0.86)
H (-4.71, 1.31, 0.04)
H (0.85, 2.12, 5.01)
H (1.47, 3.42, 3.43)
H (0.33, 5.34, 1.88)
H (-1.69, 4.01, 0.59)
C (0.60, -0.28, -5.14)
Ge (-0.59, -0.17, -3.60)
C (-1.17, -1.99, -3.16)
C (-2.22, 0.81, -4.06)
Ge (0.28, 0.89, -1.60)
C (1.87, -0.10, -0.96)
C (2.37, -1.22, -1.63)
C (3.44, -1.95, -1.12)
C (4.03, -1.58, 0.08)
C (3.56, -0.47, 0.76)
C (2.49, 0.26, 0.24)
C (0.90, 2.70, -2.09)
C (1.57, 3.49, -1.15)
C (2.01, 4.77, -1.47)
C (1.77, 5.30, -2.74)
C (1.10, 4.52, -3.68)
C (0.68, 3.24, -3.36)
H (0.06, -0.77, -5.96)
H (1.49, -0.86, -4.91)
H (0.92, 0.71, -5.48)
H (-1.47, -2.51, -4.08)
H (-2.04, -1.94, -2.50)
H (-0.39, -2.57, -2.67)
H (-2.77, 0.30, -4.85)
H (-2.01, 1.83, -4.40)
H (-2.86, 0.87, -3.18)
H (1.92, -1.53, -2.57)
H (3.81, -2.81, -1.67)
H (4.87, -2.15, 0.47)
H (4.03, -0.16, 1.69)
H (2.13, 1.12, 0.80)
H (1.78, 3.10, -0.16)
H (2.54, 5.36, -0.74)
H (2.11, 6.29, -2.99)
H (0.92, 4.92, -4.67)
H (0.17, 2.65, -4.12)

[8]
Molecular formula: C12H44N6O10
Method: DFT, ωB97M-V/def2-TZVPD

The calculation puts the gap between HOMO and LUMO at 8.9 eV. The calculation puts the molar mass at 432.52 g mol⁻¹. The charge is 0. As for the LUMO energy: 0.1707 eV. The spin multiplicity is 1. As for the relative energy (zero: lowest compared OMol25 entry of this formula, charge and spin): 149.2 kcal per mole.

Geometry (Å):
C (31.07, 8.11, -5.73)
C (31.26, 7.72, -4.23)
O (30.20, 8.24, -3.42)
H (31.09, 9.17, -5.96)
H (30.09, 7.66, -6.10)
H (31.78, 7.67, -6.41)
H (32.14, 8.13, -3.85)
H (31.34, 6.66, -3.99)
H (30.25, 7.83, -2.61)
C (29.86, 10.43, -8.56)
C (29.98, 8.95, -8.94)
O (28.90, 8.22, -8.43)
H (28.89, 10.89, -8.93)
H (30.68, 11.02, -9.02)
H (29.86, 10.49, -7.41)
H (30.96, 8.54, -8.63)
H (29.95, 8.97, -10.04)
H (28.19, 8.72, -8.13)
C (28.25, 4.66, -7.81)
O (28.38, 3.37, -7.41)
N (29.07, 5.63, -7.45)
N (27.34, 5.03, -8.69)
H (29.82, 5.35, -6.77)
H (29.01, 6.61, -7.72)
H (26.78, 4.25, -9.11)
H (26.99, 5.99, -8.78)
C (25.57, 8.54, -9.64)
O (24.58, 9.15, -8.88)
N (26.39, 9.28, -10.31)
N (25.76, 7.27, -9.69)
H (26.34, 10.25, -10.04)
H (27.16, 8.80, -10.70)
H (25.16, 6.64, -9.14)
H (26.16, 6.96, -10.53)
C (28.89, 11.32, -4.61)
O (30.07, 11.77, -4.02)
N (28.67, 10.09, -4.71)
N (27.88, 12.10, -4.90)
H (29.35, 9.33, -4.41)
H (28.16, 9.82, -5.59)
H (28.08, 13.13, -4.81)
H (26.99, 11.85, -5.24)
C (28.73, 7.86, -12.63)
O (28.12, 7.36, -11.50)
H (29.70, 8.30, -12.41)
H (28.18, 8.69, -13.09)
H (28.87, 7.12, -13.45)
H (28.71, 6.67, -11.13)
C (26.60, 8.48, -6.40)
O (26.93, 9.71, -7.06)
H (27.43, 7.74, -6.27)
H (25.79, 7.88, -6.90)
H (26.29, 8.75, -5.41)
H (26.14, 10.30, -7.06)
C (28.28, 12.05, -12.16)
O (27.37, 11.17, -12.83)
H (28.01, 12.38, -11.20)
H (28.43, 12.99, -12.72)
H (29.30, 11.50, -12.07)
H (27.02, 10.51, -12.25)
C (25.22, 12.59, -9.35)
O (26.34, 11.89, -9.68)
H (25.01, 13.32, -10.14)
H (25.38, 13.10, -8.38)
H (24.33, 12.02, -9.15)
H (27.10, 12.46, -9.37)
C (28.17, 13.71, -7.67)
O (28.10, 13.97, -9.13)
H (28.53, 14.59, -7.13)
H (28.73, 12.80, -7.43)
H (27.26, 13.58, -7.18)
H (27.54, 14.77, -9.18)